Entry P
Formula: C4H7NS
Source: the OMol25 dataset
Level of theory: ωB97M-V with the def2-TZVPD basis set

Element x y z (Å)
1 S 2.183 -1.000 -0.919
2 N -0.798 -0.764 -0.442
3 C 1.716 0.490 -1.583
4 C -0.609 -0.285 0.886
5 C 0.410 -0.464 -1.368
6 C -0.226 1.231 0.806
7 H -0.191 1.670 1.737
8 H -1.488 -0.428 1.630
9 H 0.784 1.354 0.377
10 H -0.948 -1.755 -0.403
11 H 0.090 -0.795 1.611
12 H -0.948 1.680 0.081
13 H 0.023 -0.935 -2.414

Orbital gap: 8.5 eV
2S+1: 1
E_HOMO: -8.8 eV
LUMO level: -0.0135 Eh

Entry Q
Formula: C4H7NS
Source: the OMol25 dataset
Level of theory: ωB97M-V with the def2-TZVPD basis set

Element x y z (Å)
1 S 2.487 -1.050 -0.081
2 N 0.042 -1.003 -0.283
3 C -1.023 -0.779 0.719
4 C 1.166 1.221 0.032
5 C 1.156 -0.200 -0.236
6 C -1.261 -0.521 -0.705
7 H 0.129 1.549 0.171
8 H -1.338 0.436 -1.264
9 H 1.483 1.578 0.976
10 H 1.583 1.801 -0.845
11 H -1.490 -1.727 1.283
12 H -2.056 -1.266 -1.177
13 H -0.878 -0.039 1.410

Orbital gap: 8.3 eV
2S+1: 1
E_HOMO: -8.3 eV
LUMO level: 0.0005 Eh
SMILES: CC(=S)N1CC1

Least stable = entry P

Entry P
Formula: C4H7NS
Source: the OMol25 dataset
Level of theory: ωB97M-V with the def2-TZVPD basis set

Element x y z (Å)
1 S -2.775 -0.378 0.024
2 N -1.676 1.150 -0.190
3 C -0.489 1.034 0.644
4 C 1.046 -0.930 0.373
5 C 1.236 -2.140 0.684
6 C 0.772 0.274 -0.063
7 H 1.473 0.780 -0.816
8 H 0.782 -2.881 0.009
9 H -2.325 1.913 0.205
10 H -0.247 2.034 0.970
11 H -0.880 0.466 1.577
12 H 2.119 -2.367 1.411
13 H -1.654 1.510 -1.181

Orbital gap: 8.1 eV
2S+1: 1
E_HOMO: -7.7 eV
LUMO level: 0.0123 Eh
SMILES: C=C=CC[NH2+][S-]

Entry Q
Formula: C4H7NS
Source: the OMol25 dataset
Level of theory: ωB97M-V with the def2-TZVPD basis set

Element x y z (Å)
1 S -2.120 -1.085 0.027
2 N -0.540 -1.672 0.097
3 C 0.323 -0.622 0.019
4 C 1.812 -0.633 -0.037
5 C -0.305 0.763 0.184
6 C -1.886 0.628 -0.107
7 H 0.216 1.142 1.171
8 H -2.047 1.199 -0.964
9 H -2.523 1.185 0.655
10 H 2.071 -1.683 -0.919
11 H 0.247 1.340 -0.685
12 H 2.455 -0.921 1.023
13 H 2.297 0.359 -0.463

Orbital gap: 8.7 eV
2S+1: 1
E_HOMO: -7.9 eV
LUMO level: 0.0289 Eh

Least stable = entry P

Entry P
Formula: C4H12N3
Source: the OMol25 dataset
Level of theory: ωB97M-V with the def2-TZVPD basis set

Element x y z (Å)
1 N 0.471 -1.585 -1.598
2 N 0.573 -1.110 1.111
3 N 0.970 -0.010 0.393
4 C -0.309 0.808 -1.226
5 C -0.073 1.114 0.352
6 C -1.357 0.787 1.093
7 C 0.798 -0.264 -1.390
8 H -1.244 0.456 -1.281
9 H 1.921 0.380 0.767
10 H -1.125 0.355 2.080
11 H -1.879 1.781 1.452
12 H 1.075 -2.269 -1.946
13 H -0.490 -1.697 -1.923
14 H 1.728 0.046 -1.590
15 H 1.184 -1.878 0.993
16 H -1.991 0.147 0.595
17 H 0.286 -1.032 2.092
18 H 0.394 1.963 0.539
19 H -0.027 1.672 -1.974

Orbital gap (spin up / spin down): 5.8 / 6.5 eV
Expectation value of S²: 2.01
2S+1: 3
E_HOMO (spin up / spin down): -8.8 / -14.3 eV
LUMO level (spin up / spin down): -0.1085 / -0.2855 Eh
Total charge: +1

Entry Q
Formula: C4H12N3
Source: the OMol25 dataset
Level of theory: ωB97M-V with the def2-TZVPD basis set

Element x y z (Å)
1 N 0.167 0.379 -2.948
2 N -0.128 -0.355 1.321
3 N 0.101 0.180 -1.677
4 C 1.048 0.659 -0.807
5 C 0.493 0.901 0.618
6 C -1.227 0.126 2.137
7 C -0.536 -1.539 0.517
8 H 1.886 -0.116 -0.614
9 H 0.589 -0.659 1.969
10 H -1.064 1.051 2.660
11 H 1.377 1.333 1.183
12 H 0.079 -2.180 0.035
13 H -1.032 -2.246 1.202
14 H 1.651 1.508 -1.100
15 H -1.119 -1.204 -0.338
16 H -1.895 -0.588 2.325
17 H -0.452 1.609 0.496
18 H 0.788 0.888 -3.553
19 H -0.728 0.254 -3.425

Orbital gap (spin up / spin down): 8.2 / 8.8 eV
Expectation value of S²: 2.01
2S+1: 3
E_HOMO (spin up / spin down): -11.0 / -13.7 eV
LUMO level (spin up / spin down): -0.1046 / -0.1800 Eh
Total charge: +1

Least stable = entry P

Entry P
Formula: C12H11NO
Source: the OMol25 dataset
Level of theory: ωB97M-V with the def2-TZVPD basis set

Element x y z (Å)
1 O -1.083 0.597 0.324
2 N -2.968 -2.294 -1.092
3 C 1.063 -0.022 -0.067
4 C -0.240 -0.024 -0.456
5 C -0.790 -1.065 -1.694
6 C -0.294 1.216 1.344
7 C 1.181 -0.536 -3.135
8 C 2.160 -1.020 -2.095
9 C -1.394 0.865 3.576
10 C -0.060 -1.290 -2.785
11 C -1.085 1.872 2.427
12 C 2.155 -0.633 -0.791
13 C -1.974 -1.753 -1.302
14 C 1.033 0.854 1.090
15 H -0.406 -1.959 -3.567
16 H 1.866 1.003 1.703
17 H -1.967 0.001 3.084
18 H 3.002 -1.674 -2.467
19 H -0.465 2.745 2.734
20 H -0.696 0.725 4.454
21 H 1.339 -0.631 -4.303
22 H -2.073 2.316 2.100
23 H 3.081 -1.032 -0.216
24 H -2.344 1.196 4.093
25 H 0.956 0.542 -2.958

Orbital gap: 9.1 eV
2S+1: 1
E_HOMO: -8.5 eV
LUMO level: 0.0201 Eh
SMILES: CCc1cc2c(o1)C(C#N)=CCC=C2

Entry Q
Formula: C12H11NO
Source: the OMol25 dataset
Level of theory: ωB97M-V with the def2-TZVPD basis set

Element x y z (Å)
1 O -0.080 -1.224 -0.708
2 N -3.301 0.212 0.181
3 C -1.092 -0.287 -0.447
4 C -1.887 2.053 -0.228
5 C -2.294 -0.646 0.069
6 C 3.793 0.668 0.338
7 C 2.639 0.601 1.203
8 C 2.275 -0.820 -0.975
9 C -0.950 1.024 -0.827
10 C 1.148 -0.797 -0.168
11 C 3.563 -0.108 -0.678
12 C 1.338 0.034 0.963
13 C -3.108 1.492 -0.147
14 C -2.716 -2.016 0.622
15 H 4.535 -0.386 -1.203
16 H 4.753 1.081 0.726
17 H 2.003 -1.247 -2.140
18 H -1.713 -2.459 0.994
19 H 0.222 1.100 -1.253
20 H -4.037 1.947 -0.391
21 H 2.764 1.027 2.135
22 H -3.631 -2.186 1.542
23 H 0.439 0.519 1.573
24 H -1.639 3.069 -0.862
25 H -3.025 -2.652 -0.321

Orbital gap: 9.0 eV
2S+1: 1
E_HOMO: -8.8 eV
LUMO level: 0.0101 Eh
SMILES: Cc1ncccc1Oc1ccccc1

Least stable = entry Q

Entry P
Formula: C4H9NOS2
Source: the OMol25 dataset
Level of theory: ωB97M-V with the def2-TZVPD basis set

Element x y z (Å)
1 S -0.504 -1.677 1.211
2 S -1.976 0.426 -0.357
3 O 2.545 0.066 -0.997
4 N 2.000 0.192 0.073
5 C 0.685 0.797 0.031
6 C -0.364 -0.533 -0.246
7 C 0.341 1.463 1.333
8 C 0.033 -1.221 -1.483
9 H -1.495 -1.066 1.907
10 H 0.817 2.447 1.480
11 H 0.782 -0.763 -2.070
12 H 0.391 0.952 2.203
13 H 0.414 1.380 -0.884
14 H -0.707 1.682 1.279
15 H -0.625 -1.679 -2.144
16 H -3.110 -0.470 -0.227
17 H 0.771 -1.995 -1.108

Orbital gap (spin up / spin down): 8.8 / 8.8 eV
2S+1: 1
E_HOMO (spin up / spin down): -9.2 / -9.2 eV
LUMO level (spin up / spin down): -0.0130 / -0.0130 Eh
SMILES: C[C@@H](N=O)C(C)(S)S

Entry Q
Formula: C4H9NOS2
Source: the OMol25 dataset
Level of theory: ωB97M-V with the def2-TZVPD basis set

Element x y z (Å)
1 S 0.664 -0.314 0.839
2 S 1.940 1.124 0.794
3 O -2.706 -2.301 -0.200
4 N -1.108 0.589 -1.592
5 C 3.091 0.891 -0.633
6 C -1.917 0.034 -0.602
7 C -1.213 0.139 0.841
8 C -2.055 -1.478 -0.821
9 H 3.161 -0.124 -0.777
10 H -0.413 1.326 -1.403
11 H -3.014 0.416 -0.565
12 H -1.236 -1.908 -1.575
13 H 2.548 1.304 -1.471
14 H -1.841 -0.669 1.313
15 H -1.619 0.888 -2.499
16 H 3.946 1.559 -0.538
17 H -1.223 1.027 1.414

Orbital gap: 8.9 eV
2S+1: 1
E_HOMO: -8.3 eV
LUMO level: 0.0231 Eh
SMILES: CSSC[C@@H](N)C=O

Least stable = entry P

Entry P
Formula: C3H7ClFN
Source: the OMol25 dataset
Level of theory: ωB97M-V with the def2-TZVPD basis set

Element x y z (Å)
1 Cl -1.179 -1.444 1.105
2 F 0.203 -0.058 2.756
3 N 0.493 0.647 -0.868
4 C -0.461 -0.166 -1.551
5 C 0.252 0.771 0.586
6 C 0.207 -0.464 1.411
7 H 1.406 0.231 -1.032
8 H -0.347 -1.288 -1.531
9 H 1.064 1.414 0.896
10 H -1.432 0.074 -1.121
11 H -0.753 1.299 0.726
12 H 1.095 -1.145 1.251
13 H -0.548 0.129 -2.627

Orbital gap: 10.3 eV
2S+1: 1
E_HOMO: -9.4 eV
LUMO level: 0.0344 Eh
SMILES: CNC[C@@H](F)Cl

Entry Q
Formula: C3H7ClFN
Source: the OMol25 dataset
Level of theory: ωB97M-V with the def2-TZVPD basis set

Element x y z (Å)
1 Cl -0.998 2.265 1.183
2 F -0.464 -0.286 1.810
3 N 1.409 -0.600 -0.017
4 C 0.045 0.969 1.248
5 C 0.349 0.398 -0.226
6 C -0.874 -0.374 -0.970
7 H -0.538 -0.507 -2.145
8 H -1.094 -1.673 -0.815
9 H 0.902 1.225 1.735
10 H 1.346 -1.065 1.176
11 H -1.939 0.139 -1.090
12 H 1.201 -1.609 -0.964
13 H 0.656 1.118 -0.927

Orbital gap: 10.0 eV
2S+1: 1
E_HOMO: -9.2 eV
LUMO level: 0.0281 Eh

Least stable = entry Q

Entry P
Formula: C5H5N5S
Source: the OMol25 dataset
Level of theory: ωB97M-V with the def2-TZVPD basis set

Element x y z (Å)
1 S -1.853 1.549 -0.037
2 N -1.569 -0.867 0.820
3 N 0.156 -2.524 0.434
4 N 1.898 -1.484 -0.870
5 N 1.203 0.529 -1.101
6 N 2.223 -0.290 -1.385
7 C 0.722 -1.583 -0.178
8 C -0.938 0.083 0.195
9 C -1.055 -2.077 0.890
10 C -0.608 2.812 0.230
11 C 0.340 -0.278 -0.401
12 H -1.523 -2.919 1.578
13 H 2.596 -2.258 -1.102
14 H 0.245 2.646 -0.418
15 H -0.369 2.806 1.284
16 H -1.467 3.855 0.062

Orbital gap: 8.5 eV
2S+1: 1
E_HOMO: -9.0 eV
LUMO level: -0.0187 Eh

Entry Q
Formula: C5H5N5S
Source: the OMol25 dataset
Level of theory: ωB97M-V with the def2-TZVPD basis set

Element x y z (Å)
1 S -0.979 1.470 0.298
2 N -0.154 -1.048 0.255
3 N 2.921 1.796 0.021
4 N 4.046 1.171 -0.052
5 N 4.032 -0.184 0.023
6 N 0.831 -1.941 0.063
7 C -2.470 0.435 -0.019
8 C 2.057 -1.697 0.161
9 C 2.704 -0.413 0.224
10 C 2.057 0.831 0.240
11 C -0.020 0.162 0.371
12 H -2.400 -0.405 0.579
13 H 2.725 -2.481 -0.174
14 H -2.412 0.130 -1.058
15 H -3.414 0.986 -0.034
16 H 4.923 1.714 -0.460

Orbital gap: 9.0 eV
2S+1: 1
E_HOMO: -9.0 eV
LUMO level: -0.0006 Eh

Least stable = entry Q